1.
Molecular formula: C23H56BFN7O3P2
Method: DFT, ωB97M-V/def2-TZVPD

```
! RIJCOSX wB97M-V def2-TZVPD def2/J DEFGRID3
* xyz -1 1
C -0.35 2.16 1.11
C -0.91 3.39 0.98
B -1.81 3.87 -0.31
C -0.88 4.42 -1.57
C 0.55 3.89 -1.58
C 0.96 2.62 -2.35
N 1.46 4.52 -0.93
C -2.92 2.71 -0.70
C -2.66 1.91 -1.99
C -3.27 0.48 -1.83
F -3.30 2.48 -3.12
C -2.69 5.18 0.26
C -3.44 5.81 -0.96
C -4.07 7.33 -0.68
O -2.83 6.89 -1.57
H -0.75 1.25 0.65
H 0.60 2.09 1.67
H -0.79 4.08 1.83
H -0.75 5.51 -1.42
H -1.34 4.31 -2.56
H 1.95 2.76 -2.82
H 0.25 2.35 -3.14
H 1.08 1.81 -1.62
H 2.35 4.03 -1.04
H -2.94 1.96 0.12
H -3.96 3.09 -0.76
H -1.60 1.76 -2.22
H -2.51 -0.09 -1.28
H -4.19 0.54 -1.25
H -3.39 -0.03 -2.80
H -3.50 4.86 0.93
H -2.06 5.99 0.65
H -4.04 5.13 -1.60
H -5.06 6.90 -1.11
H -4.14 8.21 -1.34
O -0.68 -1.96 -2.76
P -0.84 -3.34 -3.38
N 0.53 -4.09 -2.64
C 1.90 -3.74 -2.94
C 0.35 -4.32 -1.21
N -0.62 -2.79 -5.01
C 0.54 -3.04 -5.84
C -1.14 -1.45 -5.30
N -1.31 -4.89 -4.05
C -0.53 -6.11 -4.13
C -2.51 -4.91 -4.87
H 2.56 -4.52 -2.54
H 2.20 -2.77 -2.52
H 2.10 -3.74 -4.01
H -0.51 -4.97 -1.04
H 0.18 -3.38 -0.66
H 1.22 -4.82 -0.78
H 1.39 -2.41 -5.56
H 0.30 -2.84 -6.89
H 0.84 -4.09 -5.81
H -0.45 -0.66 -4.99
H -2.09 -1.29 -4.79
H -1.33 -1.35 -6.37
H 0.34 -6.00 -4.77
H -1.14 -6.92 -4.54
H -0.21 -6.46 -3.15
H -2.27 -4.87 -5.94
H -3.15 -4.05 -4.64
H -3.11 -5.80 -4.67
O 2.01 0.85 3.30
P 1.79 0.04 4.57
N 2.66 1.03 5.67
C 4.10 1.17 5.69
C 2.01 2.32 5.91
N 2.59 -1.39 4.02
C 3.84 -1.91 4.52
C 2.51 -1.66 2.58
N 1.15 -0.88 5.90
C 1.56 -0.87 7.29
C 0.25 -1.98 5.56
H 4.40 1.64 6.63
H 4.48 1.77 4.85
H 4.60 0.21 5.69
H 1.00 2.16 6.32
H 1.91 2.91 4.99
H 2.56 2.91 6.64
H 4.71 -1.35 4.14
H 3.96 -2.96 4.22
H 3.87 -1.93 5.61
H 3.25 -1.08 2.01
H 1.52 -1.40 2.20
H 2.66 -2.72 2.38
H 2.58 -1.25 7.42
H 0.90 -1.51 7.89
H 1.49 0.12 7.73
H 0.79 -2.94 5.58
H -0.17 -1.85 4.57
H -0.59 -2.04 6.26
*
```

The energy above the lowest of the compared OMol25 structures with the same formula, charge and spin comes out at 69.0 kcal/mol. The orbital gap is 5.32 eV. Its largest force on an atom is 6.9 eV Å⁻¹.

2.
Molecular formula: C23H56O11
Method: DFT, ωB97M-V/def2-TZVPD

```
! RIJCOSX wB97M-V def2-TZVPD def2/J DEFGRID3
* xyz 0 1
C -0.87 3.33 0.56
C -0.83 4.43 1.58
C -0.67 4.07 3.02
O -0.91 5.62 1.26
H -1.69 2.63 0.66
H 0.09 2.80 0.57
H -0.84 3.70 -0.46
H -1.17 4.87 3.56
H 0.38 4.15 3.31
H -1.20 3.17 3.34
C 2.72 2.09 3.43
C 3.01 2.21 1.95
C 3.05 0.97 1.15
O 3.26 3.32 1.44
H 2.62 3.11 3.79
H 3.66 1.78 3.89
H 1.87 1.46 3.67
H 3.08 1.22 0.09
H 2.10 0.47 1.31
H 3.86 0.27 1.39
C -1.07 2.71 -3.26
C -0.70 1.30 -3.66
C -1.83 0.52 -4.29
O 0.36 0.84 -3.53
H -1.30 2.86 -2.20
H -1.89 3.12 -3.85
H -0.28 3.35 -3.63
H -1.66 -0.52 -3.99
H -1.88 0.50 -5.38
H -2.78 0.95 -4.00
C -4.78 -1.79 1.98
C -4.14 -2.62 0.89
C -4.97 -3.48 -0.04
O -2.88 -2.48 0.72
H -4.93 -2.53 2.77
H -5.77 -1.51 1.61
H -4.13 -1.00 2.36
H -4.38 -3.89 -0.86
H -5.65 -2.84 -0.60
H -5.47 -4.26 0.54
C 1.35 -4.41 1.38
C 1.33 -4.13 2.96
C 2.60 -4.65 3.74
O 0.51 -3.42 3.49
H 0.55 -3.79 0.98
H 1.11 -5.47 1.28
H 2.20 -3.96 0.87
H 2.90 -5.70 3.64
H 2.47 -4.38 4.79
H 3.43 -4.03 3.41
C 2.37 2.93 -2.09
C 2.44 4.47 -2.02
C 1.61 5.38 -1.20
O 3.23 4.99 -2.79
H 2.93 2.56 -1.23
H 2.82 2.59 -3.03
H 1.33 2.63 -2.16
H 0.54 5.22 -1.35
H 1.74 6.44 -1.41
H 1.84 5.28 -0.14
C -3.54 0.19 -1.28
O -3.18 0.31 0.03
H -4.46 -0.41 -1.28
H -3.73 1.16 -1.74
H -2.70 -0.21 -1.84
H -2.73 -0.46 0.38
C 4.28 -2.51 -1.41
O 4.64 -3.93 -1.45
H 4.41 -2.02 -2.37
H 3.23 -2.41 -1.12
H 4.83 -1.92 -0.68
H 3.86 -4.46 -1.62
C -0.80 -3.06 -3.11
O 0.05 -2.33 -4.11
H -0.21 -3.66 -2.41
H -1.43 -2.33 -2.61
H -1.47 -3.79 -3.56
H 0.67 -1.73 -3.70
C -1.20 -0.83 2.66
O 0.01 -0.54 3.36
H -2.01 -0.77 3.39
H -1.38 -0.17 1.81
H -1.28 -1.87 2.34
H 0.29 -1.31 3.87
C 0.42 -0.84 -0.27
O 1.24 -0.65 -1.45
H 0.94 -1.59 0.32
H 0.20 0.03 0.35
H -0.50 -1.30 -0.64
H 0.83 -0.07 -2.10
*
```

The energy above the lowest of the compared OMol25 structures with the same formula, charge and spin comes out at 0.0 kcal/mol. The SMILES is CC(C)=O.CC(C)=O.CC(C)=O.CC(C)=O.CC(C)=O.CC(C)=O.CO.CO.CO.CO.CO. The orbital gap is 9.09 eV. Its largest force on an atom is 5.3 eV Å⁻¹.

3.
Molecular formula: C23H57ClF2N19O13S2Si
Method: DFT, ωB97M-V/def2-TZVPD

```
! RIJCOSX wB97M-V def2-TZVPD def2/J DEFGRID3
* xyz -1 1
C -2.50 -1.24 -5.75
C -2.27 -0.12 -6.94
Cl -3.39 1.36 -6.64
C -0.70 0.28 -7.19
S -0.03 1.54 -5.93
O -0.49 2.93 -6.48
O -0.69 1.16 -4.58
N 1.71 1.37 -5.81
S 2.42 2.56 -4.75
O 3.56 3.25 -5.59
O 1.48 3.69 -4.29
C 3.28 1.85 -3.23
F 4.69 2.38 -3.13
F 3.45 0.38 -3.51
C 2.43 2.08 -1.82
C 1.50 0.74 -1.63
Si 0.18 0.85 -0.24
C 0.96 0.97 1.56
C -0.76 -0.87 -0.24
C -1.18 2.19 -0.51
C -1.40 3.12 -1.84
C -2.63 4.22 -2.02
C -3.74 4.40 -0.78
C -3.52 3.50 0.60
C -2.27 2.40 0.74
H -3.14 -2.18 -6.11
H -1.45 -1.56 -5.30
H -3.11 -0.72 -4.90
H -2.66 -0.62 -7.95
H 0.01 -0.66 -7.17
H -0.65 0.75 -8.29
H 1.85 3.09 -1.78
H 3.22 2.12 -0.93
H 2.25 -0.13 -1.30
H 0.96 0.50 -2.65
H 2.04 1.42 1.56
H 1.06 -0.13 2.00
H 0.27 1.54 2.32
H -1.73 -0.77 0.42
H -1.10 -1.03 -1.37
H -0.06 -1.76 0.08
H -0.66 3.02 -2.75
H -2.75 4.84 -3.04
H -4.64 5.17 -0.92
H -4.28 3.60 1.51
H -2.17 1.77 1.74
C -1.74 -2.67 2.99
O -1.33 -1.53 2.83
N -0.96 -3.76 2.83
N -3.00 -2.95 3.35
H -1.29 -4.70 2.96
H 0.00 -3.60 2.57
H -3.63 -2.16 3.48
H -3.35 -3.88 3.49
C 2.21 0.80 5.10
O 2.30 -0.25 4.49
N 3.24 1.67 5.21
N 1.09 1.21 5.71
H 3.18 2.54 5.71
H 4.11 1.41 4.77
H 0.28 0.59 5.66
H 1.01 2.07 6.22
C 8.69 1.60 -2.00
O 9.73 1.28 -1.45
N 8.55 2.73 -2.72
N 7.58 0.84 -1.95
H 7.70 2.99 -3.18
H 9.36 3.33 -2.79
H 7.63 -0.02 -1.42
H 6.72 1.09 -2.40
C 3.22 -3.14 7.27
O 3.72 -4.23 7.49
N 2.61 -2.41 8.22
N 3.24 -2.56 6.05
H 2.20 -1.51 8.04
H 2.57 -2.79 9.15
H 3.69 -3.07 5.30
H 2.83 -1.66 5.86
C 3.27 -2.73 1.35
O 2.75 -3.78 1.71
N 3.41 -1.67 2.16
N 3.75 -2.55 0.11
H 3.84 -0.81 1.87
H 3.07 -1.76 3.11
H 3.67 -3.32 -0.54
H 4.18 -1.69 -0.20
C -1.30 -5.13 5.98
O -1.74 -5.53 4.91
N -1.17 -5.93 7.06
N -0.91 -3.86 6.18
H -0.81 -5.61 7.94
H -1.45 -6.89 6.95
H -0.99 -3.22 5.41
H -0.55 -3.53 7.06
C 2.03 6.00 -1.43
O 1.51 4.96 -1.07
N 2.18 7.07 -0.62
N 2.51 6.19 -2.67
H 2.61 7.93 -0.91
H 1.83 6.98 0.33
H 2.43 5.42 -3.32
H 2.95 7.05 -2.98
C -4.35 -1.97 -1.19
O -3.40 -1.23 -1.38
N -4.55 -2.63 -0.04
N -5.29 -2.21 -2.13
H -5.33 -3.25 0.12
H -3.87 -2.49 0.70
H -5.19 -1.73 -3.02
H -6.07 -2.82 -1.98
C -8.95 -2.30 -2.51
O -8.09 -3.07 -2.13
N -8.92 -1.72 -3.73
N -10.02 -1.96 -1.77
H -9.63 -1.08 -4.05
H -8.14 -1.94 -4.33
H -10.09 -2.37 -0.85
H -10.73 -1.33 -2.08
*
```

The orbital gap is 6.93 eV. Its largest force on an atom is 7.9 eV Å⁻¹.

Calculated HOMO, -4.0 -8.8 -5.5 eV (same order as the records).